35
Properties=species:S:1:pos:R:3 method="wB97M-V/def2-TZVPD" e_tot_ev=-55789.7945 relative_energy_kcal_mol=196.8 total_charge=0 lumo_ev=-0.20 fmax_ev_per_a=13.429
C -1.4968 -3.7859 -1.4535
C -0.5790 -2.5904 -1.2231
N 0.4984 -2.6483 -0.4907
C 1.1414 -1.6986 -0.3090
C 0.8165 -0.5598 -0.9615
C -0.5158 -0.4033 -1.3895
N -1.2565 -1.5350 -1.5117
N -1.0742 0.9169 -1.8947
S -1.5790 1.9155 -0.5621
O -0.5620 2.9201 -0.3195
O -2.9568 2.4011 -0.6930
C -1.4744 0.9253 0.8349
C -0.3391 0.6432 1.7399
C -0.4726 -0.1383 2.8196
C -1.6048 -1.0064 2.4171
S -2.5678 -0.4734 1.3161
H -1.8944 -2.0111 3.1443
H 0.1632 -0.4605 3.6637
H 0.5336 1.6591 1.7827
H -1.9043 0.7895 -2.2281
C 1.7893 0.5302 -0.6173
C 2.7007 0.0771 0.3823
S 2.5531 -1.5678 0.6995
C 3.8650 0.9730 0.7118
H 4.9090 0.6505 0.1349
H 3.9596 1.2656 1.5726
C 3.6493 1.9058 -0.4348
H 3.8437 3.2169 0.0095
H 4.2282 1.9822 -1.1789
C 2.2075 1.8998 -0.8348
H 2.0836 2.2056 -2.0306
H 1.4724 2.6204 -0.5421
H -2.5709 -3.5298 -1.3654
H -1.2541 -4.7423 -0.9349
H -1.4398 -4.1174 -2.5810